Below is the ion C7H14NO2 with charge +1 at a distorted geometry, with properties calculated with ωB97M-V with the def2-TZVPD basis set.

Each line ends with the Löwdin charge.
Geometry (Å):
C (-1.6244, -0.3791, 0.5294)  -0.328
C (1.3386, 1.0976, -0.7428)  -0.107
C (1.8448, 0.3257, 0.4622)  -0.317
C (-0.3723, -0.4049, -0.3772)  -0.298
C (-2.2434, -1.7153, 0.6417)  0.049
C (1.6359, 1.2174, 1.6489)  -0.013
C (-0.5420, -1.0488, -1.6420)  0.008
N (-0.0936, 1.0830, -0.7024)  0.124
O (-1.8480, 0.6697, 1.0931)  0.131
O (0.9756, -0.8346, 0.4198)  -0.008
H (1.5421, 2.1177, -0.7708)  0.130
H (1.7675, 0.5767, -1.5832)  0.145
H (2.8557, -0.0532, 0.2767)  0.173
H (-2.9775, -1.7304, 1.4120)  0.105
H (-1.4426, -2.3827, 0.9511)  0.124
H (-2.4519, -2.0538, -0.3367)  0.080
H (0.5781, 1.6167, 1.8921)  0.125
H (2.0531, 2.1764, 1.6454)  0.075
H (2.0334, 0.5225, 2.3590)  0.094
H (-1.5998, -1.0945, -1.9277)  0.124
H (-0.2612, -2.0830, -1.5908)  0.126
H (-0.0135, -0.4825, -2.3561)  0.093
H (-0.4531, 1.5539, 0.1820)  0.166
H (-0.7014, 1.3054, -1.4837)  0.197

## Properties
Molecular weight ... 144.194 g/mol
Total charge ... +1
LUMO ... -3.61 eV
HOMO energy ... -0.5321 Ha

---

Below is a structure of composition Cl2NO3P at a distorted geometry, with properties calculated with ωB97M-V with the def2-TZVPD basis set.

Each line ends with the Löwdin charge.
Geometry (Å):
N (0.7919, -0.6547, 0.3746)  -0.160
O (0.5265, -1.5417, -0.2902)  0.109
O (0.4098, 0.3937, 0.6430)  0.111
O (-0.7624, 1.3292, -0.3149)  -0.576
P (-2.2490, 1.0473, -0.6069)  0.181
Cl (-2.8069, 0.6664, 1.3066)  0.183
Cl (-1.8938, -0.9166, -1.4264)  0.153

## Properties
Molecular weight ... 163.884 g/mol
LUMO (spin up / spin down) ... -2.37 / -1.80 eV
HOMO energy (spin up / spin down) ... -0.3612 / -0.3635 Ha

---

Below is an isolated molecule of C5H11NOS at a distorted geometry, with properties calculated with ωB97M-V with the def2-TZVPD basis set.

Each line ends with the Löwdin charge.
Geometry (Å):
O (-2.3930, 2.1778, 0.0222)  0.072
C (-2.3357, 1.0801, 0.4856)  -0.232
C (-1.1851, 0.1055, 0.2423)  -0.385
C (-0.3453, 0.5134, -0.9424)  -0.244
C (0.9356, -0.2874, -1.1126)  -0.524
S (2.1939, 0.0133, 0.1332)  0.814
C (2.1166, -1.5587, 1.0166)  -0.417
N (-1.7984, -1.2253, 0.0851)  0.047
H (-3.1373, 0.6251, 1.0951)  0.120
H (-0.6072, 0.1028, 1.1788)  0.136
H (-0.1232, 1.5848, -0.9457)  0.115
H (-0.9636, 0.4273, -1.8577)  0.132
H (1.3221, -0.1409, -2.1263)  0.077
H (0.7176, -1.3631, -1.1036)  0.066
H (2.9211, -1.5742, 1.7415)  0.028
H (2.2734, -2.4010, 0.3468)  0.037
H (1.1603, -1.6408, 1.5159)  0.017
H (-1.5246, -1.6350, -0.8017)  0.069
H (-1.4415, -1.8749, 0.7821)  0.071

## Properties
Molecular weight ... 133.216 g/mol
LUMO ... 0.72 eV
HOMO energy ... -0.3236 Ha

---

Below is a structure of composition C3H10NOP at a distorted geometry, with properties calculated with ωB97M-V with the def2-TZVPD basis set.

Each line ends with the Löwdin charge.
Geometry (Å):
C (0.5689, -1.5834, -0.4408)  -0.220
C (0.7224, 1.4118, -0.8289)  -0.240
C (-0.0463, 0.3146, 1.6301)  -0.222
N (-1.9188, -0.5777, -0.1264)  -0.273
O (-2.9097, 0.0593, 0.1755)  -0.086
P (-0.2965, -0.0117, -0.2074)  0.607
H (1.1270, -1.8500, 0.4544)  0.044
H (1.2432, -1.5223, -1.2915)  0.043
H (-0.2041, -2.3275, -0.6348)  0.043
H (1.2076, 1.0935, -1.7509)  0.034
H (1.4663, 1.7180, -0.0971)  0.033
H (0.0638, 2.2499, -1.0535)  0.042
H (0.9860, 0.2879, 1.9720)  0.038
H (-0.6296, -0.4348, 2.1713)  0.038
H (-0.4705, 1.2948, 1.8604)  0.039
H (-0.9098, -0.1224, -1.8321)  0.078

## Properties
Molecular weight ... 107.093 g/mol
LUMO (spin up / spin down) ... 0.07 / 0.07 eV
HOMO energy (spin up / spin down) ... -0.2996 / -0.2995 Ha

---

Below is a structure of composition C7H15NOS at a distorted geometry, with properties calculated with ωB97M-V with the def2-TZVPD basis set.

Each line ends with the Löwdin charge.
Geometry (Å):
C (1.5404, 1.8702, 1.4943)  0.020
C (0.9547, 0.7528, 1.2104)  -0.306
C (-2.0265, -0.8314, -2.8877)  -0.109
C (1.7650, -1.5772, 2.5402)  -0.231
C (-1.5072, -0.4992, -1.4984)  -0.338
C (-1.2788, 0.9424, -1.2668)  -0.158
C (-1.1452, 1.1859, 0.3269)  -0.149
N (2.1977, -0.6670, 1.4882)  -0.573
O (-0.2390, 0.2954, 0.9141)  -0.043
S (2.4410, -1.4470, 0.0367)  0.693
H (1.0802, 2.9001, 1.4090)  0.083
H (2.5769, 1.8250, 1.8710)  0.070
H (-1.5942, -0.0037, -3.5049)  0.080
H (-1.6756, -1.8402, -3.1698)  0.070
H (-3.1944, -0.7890, -2.7512)  0.110
H (2.5775, -2.3344, 2.4466)  0.059
H (1.8613, -1.0891, 3.5759)  0.103
H (0.7918, -2.0441, 2.3388)  0.067
H (-2.1131, -0.9261, -0.7034)  0.105
H (-0.6497, -1.1825, -1.2969)  0.100
H (-0.4272, 1.3593, -1.7330)  0.100
H (-2.1450, 1.4764, -1.6289)  0.114
H (-1.0536, 2.1867, 0.4500)  0.083
H (-2.0934, 0.8303, 0.6649)  0.118
H (3.3562, -0.3937, -0.3260)  -0.068

## Properties
Molecular weight ... 161.270 g/mol
LUMO ... 0.85 eV
HOMO energy ... -0.2928 Ha

---

Below is a cluster of 5 separate species, H10O5 in total, with properties calculated with ωB97M-V with the def2-TZVPD basis set.

Each line ends with the Löwdin charge.
Geometry (Å):
O (-3.5863, 1.1248, 0.1701)  -0.053
H (-3.8634, 0.2090, 0.1433)  0.027
H (-2.6510, 1.0868, 0.3700)  0.024
O (-0.5198, 2.1022, -3.7458)  -0.054
H (-1.2205, 1.5649, -3.3766)  0.028
H (0.2616, 1.5527, -3.6848)  0.025
O (0.4968, -0.6684, -0.1579)  -0.054
H (0.3066, -1.3450, 0.4920)  0.029
H (1.4434, -0.7214, -0.2894)  0.028
O (5.7693, 0.3245, -0.8796)  -0.055
H (5.4930, 1.1675, -0.5201)  0.028
H (5.6160, 0.4033, -1.8211)  0.028
O (-2.6348, -2.0547, 4.1280)  -0.054
H (-1.7592, -2.0852, 4.5134)  0.026
H (-3.1517, -2.6610, 4.6585)  0.028

## Properties
Molecular weight ... 90.075 g/mol
LUMO ... 0.28 eV
HOMO energy ... -0.4173 Ha